No. 1
ORCA calculation (ωB97M-V/def2-TZVPD) on 2 unconnected molecules or ions with the total composition C5H14S at a distorted geometry.

## Properties
- HOMO-LUMO gap (eV) = 8.872
- SMILES string = CCSC.CC
- relative energy (zero: lowest compared OMol25 entry of this formula, charge and spin) (kcal per mole) = 73.5

Cartesian coordinates (Å):
H1 1.937 -0.257 -2.427
H2 2.171 -0.999 -0.464
H3 -1.750 2.892 2.135
H4 -1.567 -1.645 -0.653
H5 -0.972 2.117 3.684
H6 1.639 -1.254 -3.408
H7 -2.115 -0.116 -1.023
H8 1.047 -2.258 -0.658
C1 -1.242 1.989 2.692
C2 1.330 -1.048 -2.318
C3 1.799 -1.737 -1.126
C4 0.112 1.791 2.133
H9 0.077 1.206 1.068
H10 2.522 -2.522 -1.411
C5 -1.631 -0.985 -1.411
S1 -0.323 -0.408 -2.482
H11 -1.914 1.172 2.554
H12 -2.440 -1.527 -1.979
H13 0.927 2.583 2.299
H14 0.394 1.009 2.795

No. 2
ORCA calculation (ωB97M-V/def2-TZVPD) on a molecular structure, C19H29AuClN3O4P.

## Properties
- HOMO-LUMO gap (eV) = 6.074
- net charge = +1

Cartesian coordinates (Å):
C1 -3.082 2.094 0.784
H1 1.105 2.235 2.400
C2 1.129 -3.218 -3.443
H2 0.173 -2.739 -5.312
C3 -1.800 0.504 -2.269
H3 3.183 -3.046 -0.283
C4 -0.354 -0.033 2.924
H4 -1.974 4.594 -0.322
Cl1 -2.303 -1.963 0.519
H5 1.439 1.466 -2.629
C5 1.899 -1.581 0.664
H6 3.435 -3.001 3.963
C6 1.620 -1.033 1.907
H7 -3.535 1.673 -0.111
H8 -0.802 -1.004 2.734
H9 -0.874 2.867 2.892
P1 -1.332 2.462 0.514
H10 1.897 -1.076 4.035
O1 -1.896 -2.680 1.690
Au1 0.076 0.539 0.012
H11 -0.363 4.179 -0.921
H12 0.045 2.543 -2.385
H13 -0.660 -0.573 -4.488
H14 1.467 -4.194 -3.763
C7 0.404 -2.414 -4.308
H15 -1.686 4.209 2.084
H16 -1.999 0.496 -3.338
C8 3.023 -2.599 3.049
H17 2.034 1.094 3.382
O2 -2.179 -0.509 0.814
H18 -2.218 1.410 -1.845
C9 3.366 -3.127 1.813
C10 2.829 -2.628 0.640
H19 -3.199 1.358 1.575
H20 2.490 1.373 1.691
C11 0.366 1.580 -2.762
C12 2.155 -1.526 3.086
C13 -0.059 -1.198 -3.843
C14 -0.904 3.455 1.979
C15 1.654 1.304 2.383
N1 -0.323 0.476 -2.038
H21 -1.118 0.725 2.790
H22 0.046 3.971 1.842
H23 4.071 -3.944 1.749
H24 -3.581 3.029 1.044
H25 1.952 -3.503 -1.529
C16 1.426 -2.809 -2.155
O3 -3.657 -2.231 0.155
H26 0.126 1.508 -3.822
C17 0.225 -0.809 -2.546
H27 -1.812 3.465 -1.664
C18 -1.361 3.789 -0.729
H28 0.039 0.019 3.938
O4 -1.409 -2.232 -0.586
N2 1.267 -0.992 -0.433
N3 0.769 0.182 1.956
H29 -2.239 -0.371 -1.796
C19 1.006 -1.561 -1.683

No. 3
ORCA calculation (ωB97M-V/def2-TZVPD) on a single C4H7NO2 molecule.

## Properties
- HOMO-LUMO gap (eV) = 11.119
- SMILES string = [H]/N=C1/CO[C@H](C)O1
- relative energy (zero: lowest compared OMol25 entry of this formula, charge and spin) (kcal per mole) = 26.8

Cartesian coordinates (Å):
H1 0.297 -3.043 -0.350
H2 -1.540 0.646 1.123
H3 0.525 0.845 2.499
O1 -0.611 1.011 -0.660
H4 0.735 0.253 -2.055
O2 -0.308 -0.886 0.578
C1 -0.056 -1.235 -0.709
C2 0.539 1.191 1.461
H5 1.518 0.963 1.027
H6 0.391 2.274 1.443
C3 -0.556 0.515 0.658
C4 -0.210 0.000 -1.560
N1 0.251 -2.380 -1.125
H7 -0.973 -0.152 -2.330

No. 4
ORCA calculation (ωB97M-V/def2-TZVPD) on a molecular structure, C19H16FN3O3S3 at a distorted geometry.

## Properties
- HOMO-LUMO gap (eV) = 7.333

Cartesian coordinates (Å):
H1 -2.527 -2.550 -0.142
C1 1.570 -2.123 0.170
H2 -4.003 -1.808 1.858
H3 -4.536 -1.072 -0.315
C2 -1.993 -1.002 1.077
N1 -2.950 1.389 -0.119
C3 2.456 -1.569 0.910
H4 -0.506 -1.401 -1.074
H5 1.406 -2.357 -2.067
F1 5.435 -0.768 -1.075
H6 3.587 -1.473 -2.552
S1 -0.725 0.961 -1.686
C4 -0.583 2.071 -0.148
O1 0.002 -3.114 1.490
S2 -3.295 0.096 -2.595
H7 -5.637 -0.405 0.986
H8 1.760 1.657 -2.188
C5 -2.465 1.014 -1.718
C6 1.877 2.141 0.154
C7 -3.587 -0.835 1.731
N2 -0.650 -2.081 -0.485
H9 -3.575 -0.228 2.392
C8 3.777 -1.038 0.720
C9 -4.641 -0.226 0.717
O2 -1.173 -0.289 1.518
H10 4.565 -0.882 1.506
H11 -4.859 1.384 -0.418
C10 3.277 -1.476 -1.747
C11 4.342 2.259 0.011
S3 3.117 2.373 1.181
H12 2.260 -1.925 1.926
C12 0.424 2.240 0.649
O3 -2.346 2.703 1.614
H13 -4.468 1.854 1.313
H14 5.320 2.233 0.231
C13 -4.242 1.252 0.251
C14 3.717 1.875 -1.337
C15 2.360 1.980 -1.213
C16 -1.964 2.045 0.516
C17 0.320 -2.590 0.273
C18 4.240 -1.210 -0.640
C19 2.028 -1.891 -1.452
N3 -1.829 -1.800 0.035
H15 4.366 1.898 -2.058
H16 0.346 2.686 1.802

No. 5
ORCA calculation (ωB97M-V/def2-TZVPD) on 3 unconnected molecules or ions with the total composition C3H12NO2 at a distorted geometry.

## Properties
- HOMO-LUMO gap (eV) = 10.965
- net charge = +1
- relative energy (zero: lowest compared OMol25 entry of this formula, charge and spin) (kcal per mole) = 24.5

Cartesian coordinates (Å):
H1 1.601 -1.429 -2.650
O1 -0.418 1.277 1.705
C1 0.901 -0.327 -0.877
C2 1.423 -0.405 -2.309
H2 -1.276 1.435 1.152
H3 1.173 -2.432 -0.220
H4 0.416 0.667 -0.629
O2 -2.796 1.536 0.283
H5 2.346 0.287 -2.464
H6 1.369 -1.401 1.978
H7 -3.549 0.891 0.210
H8 0.666 0.015 -3.036
H9 0.273 -0.224 1.635
N1 0.584 -1.197 1.399
H10 -3.142 2.449 -0.088
H11 -0.317 2.054 2.289
H12 -0.166 -1.826 1.619
C3 0.913 -1.370 0.002

No. 6
ORCA calculation (ωB97M-V/def2-TZVPD) on a molecular structure, H10O5 at a distorted geometry.

## Properties
- HOMO-LUMO gap (eV) = 8.872
- relative energy (zero: lowest compared OMol25 entry of this formula, charge and spin) (kcal per mole) = 120.2

Cartesian coordinates (Å):
H1 0.047 -1.015 -0.887
O1 -1.345 1.100 -0.857
O2 0.102 -0.185 -0.413
H2 0.175 0.443 1.713
H3 0.635 -0.384 0.357
O3 -0.417 0.211 2.429
H4 0.736 -1.606 2.116
H5 1.521 -1.973 0.875
H6 0.383 0.886 -1.874
H7 0.077 1.287 -3.302
O4 0.863 -1.359 1.200
H8 -0.508 1.018 2.936
H9 -2.021 0.422 -0.858
O5 0.285 0.528 -2.757
H10 -0.532 0.627 -0.680

No. 7
ORCA calculation (ωB97M-V/def2-TZVPD) on a molecular structure, C42H45N5O2PSTl.

## Properties
- HOMO-LUMO gap (eV) = 6.738
- net charge = +2

Cartesian coordinates (Å):
H1 3.095 1.942 1.696
C1 -4.123 -0.632 -0.134
C2 -0.638 3.605 -4.390
O1 0.770 -1.763 1.316
H2 -3.256 -2.565 -5.737
H3 -1.974 -0.748 5.517
C3 1.351 -0.459 -3.599
H4 -1.854 -0.626 -5.138
O2 0.017 -0.089 -1.241
H5 0.692 0.210 -5.545
H6 -2.294 0.185 -0.962
H7 4.280 0.937 0.914
C4 3.587 -1.359 -3.512
H8 3.896 3.273 -0.053
C5 -2.820 2.807 -3.748
N1 -0.622 0.022 3.287
C6 1.284 1.091 4.245
C7 -3.996 -1.060 2.239
H9 4.677 -1.327 -5.358
C8 1.020 3.472 -0.312
C9 3.744 -1.089 -4.865
H10 4.392 -1.821 -2.953
N2 -2.118 -0.131 1.048
H11 2.148 0.098 -0.373
C10 0.371 -0.011 4.250
C11 -2.508 -0.860 4.583
C12 2.096 2.725 -1.107
C13 1.503 -0.218 -4.966
C14 -0.070 2.415 -3.954
C15 2.756 3.394 4.340
Tl1 0.080 0.625 1.294
C16 -2.256 1.614 -3.320
C17 -1.968 -1.448 -4.439
H12 -0.181 -4.100 0.126
C18 -0.848 -3.811 0.940
C19 -3.827 -1.354 4.602
C20 -2.285 -3.557 -2.643
H13 2.381 3.346 -1.955
C21 1.554 -0.864 6.197
H14 3.281 4.340 4.352
C22 -1.887 -0.489 3.405
H15 2.818 -0.336 -6.651
C23 -4.708 -1.078 1.018
N3 2.266 0.369 0.600
C24 -0.873 1.409 -3.408
C25 1.858 3.107 3.300
H16 1.851 -4.302 1.547
H17 4.056 1.932 -1.161
H18 -3.891 2.953 -3.685
C26 -2.671 -0.567 2.211
C27 -1.491 -2.472 -2.300
H19 0.876 -4.914 2.932
H20 -0.858 3.142 0.506
C28 3.307 1.409 0.777
H21 1.654 -1.647 6.939
H22 -0.012 4.372 -4.830
H23 -2.452 4.728 -4.634
P1 -0.184 -0.121 -2.746
H24 2.033 -3.577 3.180
C29 -2.914 -3.589 -3.881
H25 -3.527 -4.439 -4.153
H26 -0.099 -1.850 5.210
C30 -2.010 3.803 -4.283
H27 -0.541 2.225 -0.812
N4 -0.135 2.594 0.047
H28 -5.573 -1.873 3.476
H29 -2.899 0.826 -2.941
S1 0.070 -2.852 2.125
H30 1.649 1.827 -1.531
H31 0.997 2.265 -4.055
C31 0.557 -0.988 5.201
C32 3.400 2.365 -0.402
H32 0.638 4.295 -0.912
C33 2.699 -0.529 -5.592
C34 2.227 1.245 5.281
H33 1.718 3.825 2.502
H34 -1.659 -3.177 0.576
H35 -1.262 -4.686 1.444
H36 -4.654 -0.629 -1.077
N5 1.161 1.992 3.232
H37 3.682 2.616 6.099
C35 -1.332 -1.416 -3.196
H38 2.247 -1.303 -1.834
C36 2.357 0.235 6.265
C37 2.967 2.447 5.301
C38 2.391 -1.048 -2.880
C39 -4.564 -1.479 3.459
C40 -2.759 -2.536 -4.776
H39 -4.261 -1.635 5.554
C41 1.343 -4.039 2.475
H40 3.072 0.360 7.070
C42 -2.806 -0.157 -0.075
H41 -5.730 -1.441 1.015
H42 1.431 3.903 0.596
H43 -0.983 -2.428 -1.342
H44 2.487 -0.476 1.121
H45 -2.411 -4.382 -1.951

No. 8
ORCA calculation (ωB97M-V/def2-TZVPD) on a molecular structure, C22H27Br33ClNO8S at a distorted geometry.

## Properties
- HOMO-LUMO gap (eV) = 9.641

Cartesian coordinates (Å):
C1 -3.445 6.146 -5.618
Br1 -1.540 -6.212 10.142
C2 -0.707 -2.806 5.710
O1 1.303 0.253 -0.393
H1 -0.157 3.556 -4.992
C3 6.057 -0.511 3.083
Br2 -1.222 -6.208 1.648
Br3 1.693 -4.888 1.681
H2 -2.708 -2.835 2.634
Br4 9.648 3.757 3.561
S1 -2.149 -3.025 -1.633
C4 -1.770 2.989 -0.165
C5 -0.335 -4.212 -5.248
Br5 1.848 2.186 2.960
Br6 1.112 -7.436 -0.159
H3 -2.153 0.137 -2.145
C6 -5.897 1.234 1.670
C7 0.151 -1.541 0.726
C8 -4.508 1.039 2.264
Br7 7.322 0.549 4.080
C9 -2.161 -2.269 0.646
C10 -0.137 2.525 -5.325
Br8 -2.453 -2.076 5.321
Br9 0.176 -3.431 4.102
H4 4.001 -3.553 -3.535
Br10 1.364 -5.094 -5.482
H5 -5.854 1.989 0.875
Br11 6.875 -2.089 2.328
C11 -1.166 -1.266 -0.047
Br12 0.206 1.436 -3.769
H6 -3.281 2.085 -1.531
C12 4.149 -4.146 -2.640
Br13 -1.867 2.144 -6.082
H7 5.717 0.097 2.254
Br14 2.415 -4.395 -1.835
H8 -1.478 2.393 0.710
H9 -0.550 0.777 -1.777
H10 1.596 9.237 -9.022
H11 2.277 4.612 2.704
C13 1.501 3.971 2.306
H12 -3.443 7.177 -5.287
H13 -1.579 -3.194 0.852
H14 -6.575 1.587 2.468
Br15 1.027 9.665 -6.651
Br16 5.335 -3.150 -1.487
Br17 -0.100 -2.379 -4.692
Br18 -0.086 -5.988 12.977
H15 0.040 -1.301 1.797
O2 -3.105 -2.738 -0.325
Br19 -0.866 9.036 -9.148
H16 -0.849 -4.727 -4.445
H17 -1.782 2.658 -2.295
H18 8.855 5.302 1.797
H19 -0.955 3.668 -0.463
Br20 -5.184 5.798 -6.380
H20 0.427 -2.604 0.650
Br21 -1.450 -4.350 -6.816
O3 -3.018 -2.806 -2.726
C14 1.342 -0.743 0.184
O4 -1.009 -1.914 -1.352
Br22 -3.110 5.050 -4.065
O5 -3.721 1.891 2.189
Br23 1.272 2.382 -6.639
C15 -2.184 2.147 -1.406
N1 -1.634 0.095 -0.045
Br24 -2.037 5.967 -6.927
Br25 0.725 -4.000 10.613
Br26 4.925 -5.824 -3.193
C16 0.876 8.777 -8.359
H21 -1.943 -1.255 2.609
Br27 1.335 6.906 -8.233
C17 0.375 -5.839 0.628
Br28 1.622 4.058 0.383
C18 -4.044 -1.252 2.124
Br29 6.992 3.675 1.786
H22 -2.597 3.644 0.165
Br30 -0.793 -4.186 7.054
O6 -1.526 -4.307 -1.590
C19 0.096 -5.767 11.069
H23 -2.630 0.050 0.184
Cl1 2.970 -1.463 0.537
O7 -4.149 -0.129 2.957
H24 0.084 -5.187 -0.189
H25 -0.106 -2.002 6.118
O8 -4.973 -1.677 1.556
C20 -2.651 -1.893 2.064
Br31 9.856 3.539 0.378
Br32 -0.186 4.654 2.949
C21 -1.585 0.706 -1.379
H26 0.850 -6.468 10.738
C22 8.840 4.223 1.870
Br33 4.500 -0.948 4.136
H27 -6.349 0.322 1.256

no.,E (Ha),LUMO level (eV)
1,-596.96018,0.848
2,-2143.33749,-4.481
3,-361.83819,0.898
4,-2417.53932,-1.124
5,-326.47414,-3.014
6,-382.03267,0.050
7,-2963.35811,-5.019
8,-87311.86615,-0.369